The following is a DFT calculation (ωB97M-V with the def2-TZVPD basis set) of a cluster of 11 separate species, C6H36N2O10 in total at a distorted geometry.

## Properties
- HOMO: -8.9 eV
- Frontier orbital gap: 8.5664 eV
- Relative energy (zero: lowest compared OMol25 entry of this formula, charge and spin): 384.7 kJ/mol
- SMILES: CCCN[C@@H](C)CN.O.O.O.O.O.O.O.O.O.O
- Net charge: 0
- Strongest force on any atom: 2.8 eV Å⁻¹

CARTESIAN COORDINATES (ANGSTROEM)
C: 1.2427 -0.7011 2.0514
C: 2.3904 0.2936 2.3212
C: 0.6034 -0.3808 0.6933
N: 1.5146 -0.9354 -0.3025
C: 0.8137 -0.2624 -2.6260
C: 0.8479 -1.4076 -1.5962
C: 1.7416 -2.5634 -1.9382
N: 1.4822 -3.4879 -3.0830
H: 1.6572 -1.6904 2.2561
H: 0.4375 -0.6965 2.8536
H: 3.2805 -0.2640 2.6753
H: 2.7646 0.9720 1.5121
H: 2.1753 0.9190 3.1711
H: 0.4910 0.7168 0.7287
H: -0.2541 -1.0565 0.6445
H: 2.2370 -0.2657 -0.5044
H: 1.7801 0.1445 -2.8271
H: 0.5216 -0.7186 -3.5789
H: -0.0167 0.4180 -2.3747
H: -0.2085 -1.6314 -1.3839
H: 2.7822 -2.2074 -2.1103
H: 1.8549 -3.2721 -1.0786
H: 0.7859 -4.1850 -2.8498
H: 1.0621 -2.9790 -3.8533
H: -1.1165 -4.4293 -1.1164
H: 0.4469 -4.8285 -1.0219
O: -0.4592 -5.1325 -1.0570
H: 2.5344 1.6412 -2.0106
H: 1.4775 2.2704 -1.1594
O: 1.9383 2.3916 -1.9934
H: -3.2610 -0.4345 0.5140
H: -1.7928 -0.2641 0.0728
O: -2.7028 -0.1455 -0.2095
H: 0.0842 4.6415 -1.8436
H: -1.0680 3.7063 -1.3107
O: -0.0875 3.8004 -1.3787
H: -3.0442 -2.6269 -1.6200
H: -2.6176 -3.6575 -0.6359
O: -2.2427 -3.0022 -1.2363
H: -0.0870 2.0049 3.2804
H: -0.4305 0.9725 4.2775
O: -0.8676 1.5592 3.6359
H: -2.9036 3.8627 -0.0169
H: -2.7776 2.8943 -1.0893
O: -2.7611 3.8588 -0.9916
H: -2.9897 2.1426 2.3224
H: -2.7377 1.8965 0.8634
O: -2.5398 2.5243 1.5642
H: 2.5933 4.5337 1.0485
H: 1.7320 4.0085 -0.0454
O: 2.1693 3.6959 0.8051
H: -1.9971 -1.7308 4.3538
H: -0.7387 -1.2946 3.7146
O: -1.0521 -1.9009 4.4199

Cartesian forces, eV/Å:
C -0.41 0.68 1.41
C 1.17 -0.25 0.66
C 1.44 -1.91 1.17
N -1.42 0.11 -0.99
C -1.42 -1.95 -0.41
C 0.93 1.78 1.20
C 1.12 -2.50 -0.72
N -0.51 0.88 0.04
H -0.25 -0.26 -1.17
H 1.07 0.90 -0.88
H -0.31 0.22 -0.36
H -0.80 -0.72 0.34
H -0.25 0.58 0.26
H -0.79 -0.34 -0.58
H -0.59 0.73 -0.16
H 0.29 0.11 -0.27
H 0.37 0.55 0.18
H -0.15 0.07 -0.14
H 0.90 0.26 -0.07
H 0.52 -0.56 0.11
H -0.63 0.22 0.24
H -0.21 0.95 -0.30
H -0.07 0.03 0.14
H 0.21 0.07 -0.18
H 1.05 0.32 -0.36
H -0.18 0.59 0.17
O -0.45 -1.16 0.09
H 0.35 0.08 -0.12
H -0.35 0.27 -0.03
O 0.58 -0.12 0.01
H 0.04 -0.19 0.18
H 0.18 -0.13 0.15
O -0.36 0.60 -0.32
H -0.33 -0.74 0.23
H 0.77 0.73 0.07
O -0.29 0.55 -0.08
H 0.23 0.27 -0.25
H -0.05 0.02 0.27
O -0.60 -0.18 0.24
H -0.33 0.30 -0.39
H -0.51 0.13 0.00
O 0.79 -0.52 0.55
H 0.22 0.61 -0.46
H -0.22 0.07 -0.69
O -0.42 -0.91 1.09
H 0.18 0.14 0.34
H 0.14 -0.35 -0.17
O -0.31 0.15 -0.30
H 0.11 -0.44 0.36
H 0.33 -1.00 1.28
O -0.56 1.36 -1.53
H -0.23 -0.26 0.37
H 0.04 -0.67 0.63
O -0.06 0.84 -0.84